The following is a DFT calculation (ωB97M-V with the def2-TZVPD basis set) of an isolated molecule of C4H6O2 in a non-equilibrium geometry.

Calculated values
multiplicity	1
HOMO level	-10.3	eV
net charge	0
SMILES string	C1O[C@H]1[C@H]1CO1

The geometry in XYZ format:
```
12
Properties=species:S:1:pos:R:3:mulliken_charge:R:1
C 1.829 0.588 -0.019 -0.09
O 2.030 -0.300 1.020 -0.43
C 0.730 -0.455 0.152 -0.20
C -0.837 -0.546 0.391 -0.01
C -1.823 0.376 -0.211 -0.35
O -1.321 -0.722 -0.946 -0.38
H 1.680 1.618 0.321 0.24
H 2.464 0.507 -0.906 0.20
H 0.874 -1.408 -0.341 0.25
H -1.247 -1.312 1.073 0.28
H -1.481 1.364 -0.507 0.23
H -2.899 0.289 -0.027 0.26
```

=====

The following is a DFT calculation (ωB97M-V with the def2-TZVPD basis set) of a structure of composition C18H27BiBrNO4P2 in a non-equilibrium geometry.

Calculated values
multiplicity	1
HOMO level	-13.7	eV
net charge	+2

The geometry in XYZ format:
```
54
Properties=species:S:1:pos:R:3:mulliken_charge:R:1
Bi 0.434 1.175 0.076 1.50
P 2.270 -0.694 0.909 0.47
C 2.867 -1.573 -0.543 -1.07
C 2.035 -1.413 -1.804 0.27
N 0.906 -0.672 -1.810 0.13
C 0.087 -0.654 -2.876 0.47
C 0.390 -1.315 -4.066 -0.82
C 1.608 -2.022 -4.126 -0.59
C 2.405 -2.071 -2.971 -0.69
C -1.251 0.077 -2.765 -0.92
P -1.229 1.663 -1.903 0.44
H 3.355 -2.609 -2.950 0.49
H -0.271 -1.216 -4.920 0.47
H 1.924 -2.485 -5.057 0.45
H -1.665 0.253 -3.772 0.57
H -1.909 -0.564 -2.159 0.31
H 3.936 -1.216 -0.729 0.51
H 3.057 -2.626 -0.289 0.53
H 5.245 3.129 -1.358 0.28
O 5.899 3.174 -2.100 -0.59
H 5.950 2.238 -2.346 0.31
H 1.537 2.696 1.533 0.34
O 0.988 3.411 1.242 -0.59
H 1.181 3.700 0.287 0.35
C -0.613 2.900 -3.094 -1.16
H -1.096 2.751 -4.076 0.42
H -0.847 3.910 -2.710 0.41
H 0.483 2.794 -3.199 0.36
C -2.939 2.132 -1.431 -1.11
H -2.910 3.060 -0.822 0.40
H -3.536 2.303 -2.352 0.43
H -3.375 1.307 -0.826 0.28
C 1.273 -1.963 1.730 -1.18
H 1.908 -2.785 2.089 0.49
H 0.730 -1.511 2.571 0.38
H 0.523 -2.353 1.038 0.23
C 3.753 -0.547 1.953 -1.25
H 3.447 -0.108 2.913 0.42
H 4.215 -1.537 2.117 0.40
H 4.477 0.128 1.469 0.42
Br -2.171 -3.218 1.878 -0.13
C -3.006 -1.872 2.932 0.03
C -3.781 -2.272 4.030 -0.51
C -4.330 -1.296 4.875 -0.53
C -4.083 0.063 4.674 -0.63
C -3.302 0.471 3.597 -0.43
C -2.802 -0.485 2.699 0.60
C -1.988 -0.030 1.524 0.82
O -1.042 0.839 1.801 -0.90
O -2.237 -0.479 0.397 -0.49
H -3.989 -3.319 4.216 0.44
H -4.995 -1.601 5.672 0.41
H -4.495 0.814 5.350 0.40
H -3.021 1.519 3.479 0.37
```

=====

The following is a DFT calculation (ωB97M-V with the def2-TZVPD basis set) of the ion C4H8NO2 with charge -1 in a non-equilibrium geometry.

Calculated values
multiplicity	1
HOMO level	-3.5	eV
net charge	-1
SMILES string	C[C@H](CO)/N=C\[O-]

The geometry in XYZ format:
```
15
Properties=species:S:1:pos:R:3:mulliken_charge:R:1
C 1.473 -0.855 1.036 -0.01
N 1.378 -0.570 -0.315 -0.71
C 0.115 1.539 -0.036 -1.06
C 0.216 0.178 -0.676 0.07
C -1.137 -0.699 -0.693 -0.61
O -1.862 -0.834 0.540 -0.58
O 0.492 -0.950 1.860 -0.73
H 2.471 -1.191 1.362 0.41
H -0.948 -0.558 1.028 0.46
H 0.242 1.624 1.054 0.31
H 0.782 2.234 -0.570 0.33
H -0.935 1.824 -0.202 0.26
H 0.283 0.404 -1.800 0.27
H -1.849 -0.434 -1.531 0.33
H -0.721 -1.712 -1.059 0.27
```